{
  "formula": "C17H11BrLuN4OS3",
  "method": "the ωB97M-V functional and the def2-TZVPD basis",
  "gap_ev": 6.791,
  "charge": -1,
  "relative_energy_kj_mol": 42.0,
  "max_force_ev_per_a": 1.08,
  "homo_energy_ev": -4.8,
  "elements": ["Lu", "S", "C", "S", "C", "C", "N", "C", "N", "O", "C", "C", "C", "N", "C", "Br", "C", "H", "H", "H", "H", "S", "C", "N", "C", "C", "C", "C", "C", "C", "H", "H", "H", "H", "H", "C", "H", "H"],
  "xyz": [[-0.01891, -0.05209, 1.36409], [-1.62356, 2.79078, -0.11831], [-1.67053, 3.11380, 1.61403], [-1.29699, 1.93697, 2.79403], [-2.09129, 4.38792, 1.95711], [-2.19492, 4.84906, 3.27419], [-2.34529, 5.29810, 4.32351], [-2.50641, 5.30612, 0.98506], [-2.87848, 6.06425, 0.20099], [-0.92719, -5.81767, 2.85876], [-0.99307, -4.62284, 2.20465], [-1.79672, -4.44196, 1.08183], [-1.77549, -3.20427, 0.47286], [-1.04650, -2.17508, 0.89885], [-0.26204, -2.29148, 2.02721], [2.33166, 0.37597, 2.51770], [-0.24380, -3.54964, 2.66048], [-1.51565, -6.45009, 2.42837], [-2.41414, -5.24751, 0.70097], [-2.38537, -3.03103, -0.40993], [0.37503, -3.69623, 3.53678], [3.54622, -1.55175, -1.71467], [2.38856, -1.23927, -0.47459], [1.62622, -0.21022, -0.64177], [1.92155, 0.44899, -1.81104], [1.32177, 1.61901, -2.28068], [1.72793, 2.12982, -3.49566], [2.72424, 1.50443, -4.24765], [3.35391, 0.36545, -3.78512], [2.95222, -0.15224, -2.56319], [2.33739, -1.89210, 0.38268], [0.56417, 2.10927, -1.68542], [1.26786, 3.03310, -3.87077], [3.01091, 1.92302, -5.20294], [4.14399, -0.10766, -4.34700], [-1.56084, 0.96584, -0.24948], [-2.60686, 0.67156, -0.04707], [-1.43956, 0.83968, -1.33886]]
}


{
  "formula": "C17H11F4N4S7V",
  "method": "the ωB97M-V functional and the def2-TZVPD basis",
  "gap_ev": [5.920, 6.052],
  "charge": -2,
  "relative_energy_kj_mol": 10.0,
  "max_force_ev_per_a": 1.06,
  "spin_multiplicity": 3,
  "homo_energy_ev": [-1.6, -1.8],
  "elements": ["V", "C", "N", "C", "C", "C", "N", "C", "C", "F", "C", "F", "C", "C", "F", "C", "F", "H", "H", "H", "H", "H", "H", "H", "H", "H", "H", "H", "S", "C", "C", "N", "C", "S", "C", "N", "S", "C", "S", "C", "C", "S", "S", "S"],
  "xyz": [[-0.48365, 0.64439, 0.00308], [-0.37770, 0.63158, -3.52290], [0.02477, -0.15466, -2.36588], [-0.42951, -1.53184, -2.53298], [1.47140, -0.08843, -2.22030], [1.97421, -0.77549, -0.95377], [0.95419, -0.83226, 0.08970], [1.28925, -1.58793, 1.15932], [0.30050, -2.18203, 2.00142], [-0.97539, -2.03628, 1.65594], [0.57706, -3.00821, 3.05710], [-0.43719, -3.55957, 3.74864], [1.87454, -3.33606, 3.41517], [2.86224, -2.80254, 2.62016], [4.15182, -3.08922, 2.91438], [2.60634, -1.97509, 1.54775], [3.70749, -1.50515, 0.90657], [0.03707, 0.20358, -4.45117], [-0.02327, 1.65463, -3.41927], [-1.46438, 0.65494, -3.58968], [0.07905, -2.01521, -3.38444], [-1.50469, -1.53803, -2.71053], [-0.23477, -2.09908, -1.62430], [1.74544, 0.96590, -2.19091], [1.97016, -0.54677, -3.09365], [2.86656, -0.23435, -0.63363], [2.27992, -1.80073, -1.20505], [2.09882, -3.98264, 4.24915], [1.42905, 2.07036, 0.33781], [0.94551, 3.58513, -0.35119], [1.88066, 4.65262, -0.26530], [2.65753, 5.50164, -0.18384], [-0.25563, 3.75145, -0.98115], [-1.40827, 2.44840, -1.10313], [-0.59653, 4.98824, -1.58586], [-0.88457, 5.97777, -2.10528], [-6.60161, 0.19006, 3.92167], [-5.22371, 0.28247, 3.00920], [-5.09383, -0.32632, 1.39790], [-3.41487, 0.10389, 1.09080], [-2.79511, 0.74077, 2.11304], [-1.14986, 1.27955, 2.07723], [-3.75681, 1.00872, 3.55460], [-2.67222, -0.32819, -0.39642]]
}


{
  "formula": "C17H11N6O5RuSi",
  "method": "the ωB97M-V functional and the def2-TZVPD basis",
  "gap_ev": [7.955, 7.531],
  "charge": -2,
  "relative_energy_kj_mol": 30.0,
  "max_force_ev_per_a": 0.93,
  "spin_multiplicity": 2,
  "homo_energy_ev": [-3.2, -3.0],
  "elements": ["Ru", "O", "C", "O", "C", "O", "O", "N", "C", "C", "C", "N", "C", "N", "C", "Si", "C", "C", "C", "C", "C", "C", "C", "H", "H", "H", "H", "H", "H", "H", "H", "H", "H", "H", "O", "N", "C", "C", "N", "C", "N"],
  "xyz": [[-0.46446, 1.13148, 0.55043], [2.35440, 0.38864, 3.29389], [1.37301, 0.52885, 2.59687], [1.36862, 0.98027, 1.37724], [-0.04317, 0.13658, 3.13067], [-0.21941, -0.22781, 4.26994], [-0.99532, 0.25505, 2.23367], [0.23065, 2.53683, -0.76520], [0.51195, 3.48338, -1.36961], [0.87520, 4.60066, -2.11392], [2.08031, 4.60032, -2.85448], [3.05729, 4.61086, -3.47186], [0.03603, 5.73862, -2.15492], [-0.63239, 6.68017, -2.20132], [-1.58702, -1.88203, -0.46645], [-0.03704, -0.81348, -0.57616], [0.42016, -0.53777, -2.38370], [1.33663, -1.86090, 0.19560], [1.11868, -2.50424, 1.41733], [2.11514, -3.24578, 2.03521], [3.36047, -3.36906, 1.43578], [3.59995, -2.74109, 0.22190], [2.59843, -1.99444, -0.38462], [-1.37459, -2.88846, -0.84055], [-2.40333, -1.45730, -1.05362], [-1.91999, -1.96351, 0.57049], [0.77603, -1.47005, -2.83432], [1.20094, 0.21791, -2.48319], [-0.45366, -0.19768, -2.94296], [0.15783, -2.40516, 1.91199], [1.92508, -3.70430, 2.99805], [4.14679, -3.93438, 1.92242], [4.57488, -2.81837, -0.24626], [2.81259, -1.49488, -1.32322], [-2.41084, 1.36840, -0.29946], [-3.31314, 1.30263, 0.61095], [-4.47712, 0.84428, 0.22520], [-5.52986, 0.77672, 1.18922], [-6.41065, 0.69600, 1.92596], [-4.76236, 0.46470, -1.12991], [-4.99673, 0.16831, -2.21709]]
}


{
  "formula": "C17H12AsN3O4PtS4",
  "method": "the ωB97M-V functional and the def2-TZVPD basis",
  "gap_ev": 2.225,
  "charge": -2,
  "relative_energy_kj_mol": 124.4,
  "max_force_ev_per_a": 3.35,
  "homo_energy_ev": 0.5,
  "elements": ["Pt", "C", "C", "C", "C", "N", "C", "C", "C", "C", "C", "C", "N", "H", "H", "H", "H", "H", "H", "H", "H", "S", "As", "S", "S", "S", "O", "C", "O", "C", "C", "C", "C", "C", "C", "N", "O", "O", "H", "H", "H", "H"],
  "xyz": [[1.30986, 0.19812, 1.91984], [-1.60634, -3.61978, 1.87964], [-2.85224, -2.98898, 1.91034], [-2.91944, -1.61678, 1.88514], [-1.72584, -0.86688, 1.83324], [-0.53604, -1.50208, 1.77024], [-0.48144, -2.81278, 1.79894], [-1.67984, 0.57402, 1.86694], [-2.84084, 1.36942, 1.86814], [-2.74544, 2.73692, 1.90204], [-1.47684, 3.32342, 1.94214], [-0.37534, 2.49262, 1.93934], [-0.46064, 1.17102, 1.90654], [-1.51194, -4.69488, 1.91604], [-3.75784, -3.58158, 1.96124], [-3.88084, -1.12528, 1.91774], [0.51416, -3.23838, 1.76254], [-3.81324, 0.90232, 1.83664], [-3.63424, 3.35482, 1.90264], [-1.34794, 4.39422, 1.96984], [0.62756, 2.90932, 1.95304], [4.01216, 2.01342, 4.27644], [3.39496, -0.25228, 4.23974], [1.20736, -0.04998, 4.27814], [3.49756, -0.62528, 2.07464], [5.04296, 2.33492, 5.94314], [-0.23064, 1.55892, -0.78246], [0.67856, 0.76652, -1.03436], [1.50196, 0.26172, -0.20786], [0.90666, 0.32252, -2.46486], [0.33226, 1.04272, -3.51446], [0.54416, 0.67652, -4.82356], [1.34096, -0.43978, -5.11736], [1.88706, -1.19078, -4.06596], [1.67626, -0.80608, -2.76116], [1.59366, -0.79378, -6.44726], [2.30486, -1.79278, -6.69046], [1.10526, -0.09658, -7.36386], [-0.28494, 1.89772, -3.27446], [0.11216, 1.22862, -5.64586], [2.47166, -2.06378, -4.31706], [2.09986, -1.37138, -1.94346]]
}


{
  "formula": "C17H12BN8O5Zr",
  "method": "the ωB97M-V functional and the def2-TZVPD basis",
  "gap_ev": [6.775, 4.849],
  "charge": 2,
  "relative_energy_kj_mol": 38.4,
  "max_force_ev_per_a": 0.64,
  "spin_multiplicity": 2,
  "homo_energy_ev": [-14.8, -14.8],
  "elements": ["Zr", "C", "C", "N", "N", "C", "B", "N", "C", "C", "C", "N", "N", "C", "C", "C", "N", "N", "C", "C", "C", "N", "H", "H", "H", "H", "H", "H", "H", "H", "H", "H", "H", "H", "O", "C", "C", "O", "C", "C", "O", "C", "O", "O"],
  "xyz": [[-0.69559, 1.38861, 0.16157], [-2.25213, -2.01348, -1.47776], [-2.72045, -0.91396, -0.78539], [-1.78142, -0.46096, 0.07207], [-0.67934, -1.27910, -0.10092], [-0.95373, -2.20005, -1.03061], [0.63604, -1.09387, 0.74610], [0.25552, -0.45949, 2.11095], [0.37221, -1.01252, 3.32565], [-0.13379, -0.13319, 4.26800], [-0.56707, 0.96409, 3.54415], [-0.33579, 0.77141, 2.23570], [1.54374, -0.05559, -0.06098], [2.51408, -0.36662, -0.93047], [3.09779, 0.79997, -1.39355], [2.39558, 1.82198, -0.78088], [1.45635, 1.32020, 0.04271], [1.36409, -2.36932, 0.92325], [2.63099, -2.54511, 1.42180], [2.80050, -3.87752, 1.65232], [1.55278, -4.45757, 1.32300], [0.68667, -3.55439, 0.91892], [-2.78404, -2.61178, -2.19658], [-3.68450, -0.43219, -0.83571], [-0.24121, -2.96779, -1.27886], [0.80597, -1.99284, 3.44609], [-0.17994, -0.27349, 5.33339], [-1.02741, 1.87514, 3.89206], [2.75871, -1.39399, -1.14607], [3.92259, 0.88986, -2.07864], [2.52074, 2.88904, -0.87713], [3.30970, -1.71756, 1.55434], [3.68565, -4.37509, 2.00831], [1.26587, -5.49600, 1.36758], [-3.18006, 5.00727, -4.32794], [-2.70549, 4.33447, -3.52314], [-2.82622, 4.49631, -1.85325], [-3.43743, 5.37317, -1.37823], [-2.03988, 3.37927, -1.38075], [-1.48552, 2.57599, -2.34014], [-0.76589, 1.57205, -1.95374], [-1.78751, 2.97797, -3.71754], [-1.52102, 2.56754, -4.77990], [-1.79013, 3.04918, -0.11976]]
}


The highest charge belongs to which entry?
C17H12BN8O5Zr